[1]
C27H37Cl5N5O5SYb | the ωB97M-V functional and the def2-TZVPD basis

## Properties
Kohn-Sham gap (alpha / beta) (Eh): 0.2139 / 0.1830
Energy above the lowest of the compared OMol25 structures with the same formula, charge and spin (kJ/mol): 18.4
Highest occupied orbital energy (alpha / beta) (eV): -11.53 / -11.53
Spin multiplicity: 2
Charge: +2

Cartesian coordinates (Å):
Yb  -0.484  0.817  -1.314
C  -3.595  4.662  -4.162
N  -2.820  3.417  -4.176
C  -2.762  2.606  -5.382
C  -1.949  3.077  -3.176
O  -1.343  1.999  -3.207
C  -1.650  4.090  -2.101
O  -1.404  3.344  -0.894
C  -0.759  3.958  0.213
C  0.000  2.914  1.040
O  0.269  1.783  0.539
N  0.358  3.144  2.321
C  0.395  4.477  2.900
C  0.986  2.005  2.990
H  -4.586  4.547  -4.610
H  -3.133  5.491  -4.682
H  -3.831  4.976  -3.172
H  -3.016  3.130  -6.329
H  -3.411  1.709  -5.312
H  -1.715  2.238  -5.437
H  -2.516  4.719  -1.940
H  -0.841  4.790  -2.365
H  -1.462  4.530  0.899
H  -0.022  4.751  -0.052
H  -0.092  4.599  3.842
H  -0.093  5.132  2.152
H  1.452  4.825  2.981
H  1.494  2.419  3.883
H  1.789  1.609  2.362
H  0.252  1.170  3.229
Cl  -2.877  0.148  -0.081
C  -3.022  -0.887  -1.538
C  -1.963  -1.696  -2.014
C  -2.106  -2.745  -2.941
Cl  -0.861  -3.861  -3.326
C  -3.333  -2.739  -3.587
Cl  -3.673  -3.939  -4.728
C  -4.214  -1.631  -3.451
Cl  -5.138  -1.258  -4.778
C  -4.172  -0.817  -2.346
Cl  -5.231  0.494  -2.043
N  4.427  0.595  0.763
C  3.191  0.157  -0.108
C  3.626  0.291  -1.536
C  2.609  -0.239  -2.549
N  1.481  0.663  -2.751
C  2.077  -1.622  -2.039
C  1.661  -1.725  -0.556
N  0.328  -1.173  -0.204
C  2.781  -1.201  0.358
H  4.654  1.581  0.437
H  5.172  -0.094  0.584
H  4.174  0.500  1.773
H  2.454  0.943  0.129
H  4.602  -0.235  -1.713
H  3.832  1.326  -1.747
H  3.210  -0.396  -3.451
H  1.099  0.597  -3.711
H  1.769  1.634  -2.741
H  2.908  -2.340  -2.100
H  1.275  -2.038  -2.688
H  1.645  -2.803  -0.319
H  -0.002  -1.271  0.772
H  -0.368  -1.672  -0.831
H  3.615  -1.908  0.290
H  2.479  -1.147  1.472
O  0.210  -7.679  6.629
C  0.755  -6.492  6.973
O  1.226  -6.262  8.052
C  0.709  -5.358  5.952
C  -0.038  -5.515  4.800
C  -0.361  -4.378  4.034
C  0.055  -3.110  4.420
S  -0.478  -1.672  3.677
C  0.976  -3.041  5.497
C  1.235  -4.092  6.289
H  0.035  -7.835  5.655
H  -0.372  -6.478  4.430
H  -0.840  -4.492  3.046
H  1.386  -2.021  5.640
H  1.879  -3.998  7.167

=====

[2]
C9H25NO4 | the ωB97M-V functional and the def2-TZVPD basis

## Properties
Kohn-Sham gap (alpha / beta) (Eh): 0.3744 / 0.2242
Highest occupied orbital energy (alpha / beta) (eV): -13.00 / -13.00
Spin multiplicity: 2
Charge: +1

Cartesian coordinates (Å):
C  1.248  -0.603  -0.247
C  -0.247  -0.342  0.056
C  -0.228  1.030  0.772
C  -0.206  2.405  -0.066
C  -1.387  2.229  -1.027
C  -1.370  0.953  -1.937
N  -1.137  -0.278  -1.066
O  -1.194  -1.504  -1.768
C  -2.695  0.948  -2.734
C  -0.248  1.015  -2.985
C  -0.954  -1.385  0.999
H  1.625  -1.104  0.645
H  1.904  0.258  -0.367
H  1.419  -1.283  -1.081
H  -1.027  1.137  1.507
H  0.749  1.055  1.254
H  0.707  2.464  -0.659
H  -0.359  3.322  0.503
H  -1.279  3.088  -1.689
H  -2.327  2.238  -0.475
H  -3.494  1.091  -2.006
H  -2.591  1.740  -3.475
H  -2.739  -0.006  -3.260
H  -0.269  0.175  -3.679
H  -0.469  1.859  -3.639
H  0.686  1.128  -2.435
H  -0.967  -2.405  0.613
H  -1.952  -0.980  1.170
H  -0.348  -1.392  1.904
H  -2.138  -1.667  -1.830
O  4.240  -1.448  1.726
H  4.921  -1.032  1.199
H  4.100  -2.299  1.310
O  2.177  -1.048  3.429
H  1.841  -1.036  2.532
H  3.120  -0.915  3.333
O  0.072  -2.368  4.794
H  0.132  -3.224  4.370
H  0.684  -1.816  4.308

=====

[3]
C16H25IN7O5Pt | the ωB97M-V functional and the def2-TZVPD basis

## Properties
Kohn-Sham gap (Eh): 0.2060
Energy above the lowest of the compared OMol25 structures with the same formula, charge and spin (kJ/mol): 179.4
Highest occupied orbital energy (eV): -10.25
Spin multiplicity: 1
Charge: +1

Cartesian coordinates (Å):
Pt  -0.855  0.405  -0.174
C  -0.410  4.830  -0.587
C  -0.773  3.392  -0.478
N  0.055  2.423  -0.582
O  1.343  2.753  -0.780
C  -2.165  2.968  -0.280
C  -3.285  3.935  -0.131
N  -2.394  1.696  -0.303
O  -3.577  1.213  -0.270
H  0.601  4.941  -0.964
H  -0.468  5.296  0.399
H  -1.107  5.353  -1.242
H  1.763  1.830  -0.819
H  -2.953  4.789  0.458
H  -4.123  3.446  0.357
H  -3.631  4.308  -1.098
C  -4.817  -1.761  0.494
N  -3.696  -2.690  0.339
C  -4.061  -4.057  -0.048
C  -2.467  -2.197  0.078
N  -2.299  -0.935  -0.213
N  -1.433  -3.090  0.124
C  -0.117  -2.800  -0.218
N  0.728  -3.844  -0.110
N  0.201  -1.613  -0.573
H  -5.613  -2.284  1.017
H  -5.195  -1.409  -0.470
H  -4.516  -0.902  1.090
H  -5.028  -4.279  0.394
H  -3.367  -4.803  0.331
H  -4.137  -4.158  -1.132
H  -3.168  -0.351  -0.316
H  -1.628  -3.986  0.536
H  0.414  -4.780  0.071
H  1.700  -3.713  -0.330
H  1.186  -1.484  -0.752
I  -1.423  1.862  2.997
C  -0.710  0.277  1.841
H  -1.265  -0.615  2.113
H  0.373  0.180  1.936
O  4.778  -0.745  2.042
C  5.055  -0.329  0.794
C  6.399  -0.233  0.431
C  6.741  0.166  -0.843
C  5.761  0.482  -1.787
C  4.436  0.403  -1.423
C  4.055  0.004  -0.135
C  2.628  -0.068  0.242
O  2.284  -0.578  1.330
O  1.744  0.372  -0.597
H  3.799  -0.804  2.106
H  7.150  -0.483  1.167
H  7.788  0.231  -1.112
H  6.040  0.788  -2.785
H  3.658  0.647  -2.135

=====

[4]
C4H7N3O | the ωB97M-V functional and the def2-TZVPD basis

## Properties
Kohn-Sham gap (Eh): 0.3442
Energy above the lowest of the compared OMol25 structures with the same formula, charge and spin (kJ/mol): 291.7
Highest occupied orbital energy (eV): -9.58
Spin multiplicity: 1

Cartesian coordinates (Å):
C  -0.496  0.352  -1.167
C  1.391  -1.310  0.685
N  -0.040  -1.066  0.802
C  -0.579  0.184  0.359
N  -1.604  0.812  -1.612
C  0.550  1.447  0.600
O  -1.768  0.492  0.769
N  1.241  2.335  0.858
H  -0.390  -1.220  1.740
H  0.376  0.119  -1.767
H  -1.724  1.134  -2.562
H  -2.258  0.908  -0.637
H  1.602  -2.300  1.087
H  2.010  -0.571  1.209
H  1.690  -1.316  -0.365

=====

[5]
C4H11NO | the ωB97M-V functional and the def2-TZVPD basis

## Properties
Kohn-Sham gap (Eh): 0.3679
Energy above the lowest of the compared OMol25 structures with the same formula, charge and spin (kJ/mol): 130.2
Highest occupied orbital energy (eV): -8.92
Spin multiplicity: 1

Cartesian coordinates (Å):
C  -0.467  1.485  1.636
C  -0.582  0.481  0.530
C  -0.877  -0.915  1.116
N  0.630  0.582  -0.317
C  0.664  -0.140  -1.637
O  0.628  -1.499  -1.385
H  0.429  1.441  2.252
H  -0.593  2.516  1.276
H  -1.333  1.380  2.294
H  -1.419  0.738  -0.129
H  -0.951  -1.662  0.327
H  -0.001  -1.075  1.761
H  -1.752  -1.005  1.756
H  0.841  1.567  -0.320
H  -0.291  0.167  -2.068
H  1.620  0.174  -2.057
H  1.115  -1.639  -0.558

=====

[6]
C20H26N2O3 | the ωB97M-V functional and the def2-TZVPD basis

## Properties
Kohn-Sham gap (Eh): 0.3253
Energy above the lowest of the compared OMol25 structures with the same formula, charge and spin (kJ/mol): 258.4
Highest occupied orbital energy (eV): -8.17
Spin multiplicity: 1

Cartesian coordinates (Å):
O  -2.032  -0.697  -2.147
C  -1.873  -0.505  -0.955
C  -2.510  0.674  -0.228
C  -3.119  1.689  -1.217
C  -4.603  1.704  -0.845
C  -4.758  2.389  0.518
C  -4.169  1.354  1.498
C  -3.742  0.207  0.575
C  -4.835  0.237  -0.491
N  -1.159  -1.374  -0.199
C  -0.772  -1.250  1.185
C  0.749  -1.080  1.281
N  1.389  -2.230  0.676
C  2.823  -2.308  0.921
C  3.626  -1.178  0.321
C  4.113  -1.274  -0.974
C  4.802  -0.231  -1.589
C  4.983  0.915  -0.854
C  4.501  1.023  0.451
C  3.823  -0.004  1.058
O  4.822  2.257  0.954
C  5.527  2.921  -0.074
O  5.619  2.078  -1.201
C  1.023  -2.328  -0.725
C  -0.492  -2.492  -0.835
H  -1.764  1.148  0.413
H  -2.660  2.674  -1.133
H  -2.981  1.325  -2.236
H  -5.243  2.122  -1.621
H  -4.229  3.341  0.553
H  -5.809  2.582  0.735
H  -3.331  1.754  2.070
H  -4.923  1.010  2.208
H  -3.601  -0.744  1.089
H  -4.631  -0.435  -1.322
H  -5.827  0.039  -0.089
H  -1.273  -0.414  1.667
H  -1.052  -2.174  1.704
H  1.039  -1.029  2.333
H  1.037  -0.135  0.788
H  2.962  -2.328  2.005
H  3.164  -3.263  0.513
H  3.963  -2.189  -1.527
H  5.179  -0.315  -2.594
H  3.468  0.091  2.071
H  6.539  3.176  0.279
H  4.994  3.846  -0.347
H  1.513  -3.204  -1.154
H  1.330  -1.435  -1.297
H  -0.802  -2.519  -1.880
H  -0.796  -3.417  -0.334

=====

[7]
C2H9N2O | the ωB97M-V functional and the def2-TZVPD basis

## Properties
Kohn-Sham gap (Eh): 0.2702
Energy above the lowest of the compared OMol25 structures with the same formula, charge and spin (kJ/mol): 169.6
Highest occupied orbital energy (eV): -2.69
Spin multiplicity: 1
Charge: -1

Cartesian coordinates (Å):
C  -1.454  -0.743  1.623
O  -1.520  -0.655  0.282
H  -0.543  -1.305  1.967
H  -2.456  -1.143  1.991
H  -1.444  0.363  2.182
N  1.001  -0.789  -0.716
C  0.976  0.653  -0.263
N  0.997  1.567  -1.442
H  0.832  -0.885  -1.806
H  0.055  -1.125  -0.427
H  1.931  0.506  0.315
H  -0.075  0.775  0.202
H  0.052  1.684  -1.789
H  1.647  1.095  -2.119

=====

[8]
CH13NO6 | the ωB97M-V functional and the def2-TZVPD basis

## Properties
Kohn-Sham gap (Eh): 0.4077
Energy above the lowest of the compared OMol25 structures with the same formula, charge and spin (kJ/mol): 43.7
Highest occupied orbital energy (eV): -10.51
Spin multiplicity: 1

Cartesian coordinates (Å):
N  0.474  1.808  -1.324
C  1.284  0.790  -1.015
O  1.168  -0.297  -1.578
H  0.588  2.753  -0.996
H  -0.343  1.616  -1.879
H  2.066  0.915  -0.272
O  1.051  -3.008  0.711
H  1.860  -3.020  0.185
H  0.414  -2.722  0.031
O  0.127  3.837  1.362
H  -0.115  2.920  1.569
H  -0.138  4.337  2.147
O  -0.707  -2.103  -1.415
H  0.021  -1.534  -1.757
H  -0.864  -2.791  -2.070
O  -2.008  -1.308  0.908
H  -1.478  -1.271  0.099
H  -2.669  -1.998  0.863
O  -0.173  0.745  1.382
H  0.452  0.076  1.688
H  -1.009  0.255  1.361

=====

[9]
C33H34BHgN4P2S2 | the ωB97M-V functional and the def2-TZVPD basis

## Properties
Kohn-Sham gap (alpha / beta) (Eh): 0.2253 / 0.2552
Highest occupied orbital energy (alpha / beta) (eV): -5.53 / -7.42
Spin multiplicity: 2

Cartesian coordinates (Å):
Hg  0.302  0.680  -0.489
C  -1.885  1.638  4.416
N  -1.410  0.375  3.893
C  -1.827  -0.874  4.324
C  -1.112  -1.777  3.620
N  -0.249  -1.103  2.776
B  0.852  -1.922  1.950
N  2.199  -1.171  2.084
C  2.809  -1.000  3.308
C  3.874  -0.190  3.148
N  3.918  0.134  1.807
C  4.880  1.020  1.183
C  2.891  -0.470  1.166
S  2.667  -0.359  -0.541
C  -0.427  0.224  2.956
S  0.381  1.527  2.193
H  -2.970  1.601  4.517
H  -1.606  2.423  3.718
H  -1.440  1.848  5.389
H  -2.602  -0.994  5.059
H  -1.126  -2.852  3.654
H  0.526  -2.071  0.802
H  0.955  -2.966  2.550
H  2.417  -1.469  4.193
H  4.604  0.179  3.846
H  5.725  1.143  1.858
H  4.426  1.989  0.982
H  5.219  0.590  0.245
C  -3.203  -1.256  0.613
P  -2.306  -0.149  -0.562
C  -3.156  1.449  -0.536
C  -3.780  1.920  0.616
C  -4.314  3.198  0.655
C  -4.226  4.025  -0.456
C  -3.580  3.575  -1.599
C  -3.039  2.298  -1.636
C  -2.481  -0.832  -2.239
C  -1.473  -1.708  -2.640
C  -1.535  -2.335  -3.876
C  -2.600  -2.081  -4.727
C  -3.596  -1.192  -4.345
C  -3.535  -0.568  -3.109
P  -4.945  -1.900  0.729
C  -5.243  -2.719  -0.877
C  -6.539  -2.792  -1.390
C  -6.806  -3.512  -2.545
C  -5.784  -4.185  -3.200
C  -4.498  -4.144  -2.682
C  -4.232  -3.421  -1.529
C  -6.007  -0.411  0.666
C  -6.394  0.263  -0.490
C  -7.153  1.419  -0.417
C  -7.538  1.923  0.819
C  -7.173  1.256  1.979
C  -6.420  0.091  1.899
H  -3.040  -0.767  1.577
H  -2.570  -2.144  0.694
H  -3.848  1.297  1.499
H  -4.801  3.545  1.557
H  -4.651  5.020  -0.429
H  -3.483  4.222  -2.461
H  -2.510  1.966  -2.521
H  -0.631  -1.896  -1.982
H  -0.745  -3.011  -4.176
H  -2.652  -2.568  -5.693
H  -4.421  -0.979  -5.013
H  -4.291  0.153  -2.835
H  -7.350  -2.283  -0.883
H  -7.817  -3.551  -2.930
H  -5.991  -4.743  -4.104
H  -3.693  -4.672  -3.177
H  -3.221  -3.411  -1.140
H  -6.122  -0.139  -1.454
H  -7.441  1.932  -1.326
H  -8.124  2.831  0.875
H  -7.486  1.633  2.945
H  -6.152  -0.441  2.805

=====

[10]
C5H6N | the ωB97M-V functional and the def2-TZVPD basis

## Properties
Kohn-Sham gap (Eh): 0.3558
Energy above the lowest of the compared OMol25 structures with the same formula, charge and spin (kJ/mol): 700.3
Highest occupied orbital energy (eV): -15.59
Spin multiplicity: 1
Charge: +1

Cartesian coordinates (Å):
C  -1.257  -0.311  2.082
C  -0.505  0.076  1.159
C  0.081  -0.958  -0.867
C  -0.953  -0.142  -0.295
C  0.344  0.503  -0.780
N  0.711  0.695  0.806
H  0.561  -1.647  -0.294
H  -0.079  -1.251  -1.909
H  -1.914  -0.163  -0.581
H  0.736  1.266  -1.457
H  0.645  1.628  0.941
H  1.628  0.303  1.195

=====

[11]
C19H35HgNO2P2 | the ωB97M-V functional and the def2-TZVPD basis

## Properties
Kohn-Sham gap (Eh): 0.1885
Energy above the lowest of the compared OMol25 structures with the same formula, charge and spin (kJ/mol): 234.1
Highest occupied orbital energy (eV): -4.62
Spin multiplicity: 1

Cartesian coordinates (Å):
P  -1.267  2.858  0.542
P  -2.510  0.435  -1.581
C  -2.460  3.131  -0.870
C  -3.396  2.002  -1.294
H  -1.894  3.510  -1.729
H  -3.077  3.974  -0.523
H  -4.188  1.836  -0.558
H  -3.891  2.241  -2.246
C  -2.008  0.698  -3.312
H  -1.443  -0.164  -3.678
H  -1.390  1.599  -3.422
H  -2.934  0.816  -3.887
C  -3.807  -0.813  -1.649
H  -4.379  -0.669  -2.574
H  -4.466  -0.714  -0.778
H  -3.351  -1.810  -1.638
C  -0.483  4.478  0.484
H  0.373  4.570  1.160
H  -1.250  5.215  0.755
H  -0.157  4.679  -0.546
C  -2.481  2.998  1.879
H  -3.211  2.183  1.826
H  -2.998  3.955  1.715
H  -1.996  3.006  2.863
Hg  3.223  -1.952  2.666
C  -0.440  -1.562  -0.720
C  0.144  -0.838  -1.687
C  0.507  0.602  -1.553
C  1.587  1.034  -0.538
C  0.983  1.939  0.431
C  -0.130  1.487  1.237
C  -0.892  0.171  1.066
C  -0.239  -1.189  0.731
C  3.582  -0.731  4.337
H  -0.722  -2.607  -0.901
H  0.253  -1.229  -2.704
H  -0.430  1.157  -1.287
H  0.806  0.979  -2.545
H  2.042  0.167  -0.036
H  2.380  1.558  -1.080
H  1.594  2.736  0.865
H  -0.120  1.794  2.295
H  -1.692  0.312  0.287
H  -1.515  0.024  1.969
H  0.821  -1.221  1.032
H  -0.753  -1.951  1.338
H  3.614  -1.409  5.200
H  2.756  -0.016  4.434
H  4.538  -0.200  4.254
O  1.815  -4.947  2.080
C  2.549  -4.579  1.191
C  2.943  -5.366  -0.064
C  3.884  -4.461  -0.828
C  3.961  -3.154  -0.030
O  4.564  -2.154  -0.330
N  3.182  -3.328  1.120
H  3.418  -6.310  0.222
H  2.042  -5.604  -0.642
H  4.882  -4.906  -0.902
H  3.529  -4.258  -1.841

=====

[12]
C2H7O2 | the ωB97M-V functional and the def2-TZVPD basis

## Properties
Kohn-Sham gap (Eh): 0.2858
Energy above the lowest of the compared OMol25 structures with the same formula, charge and spin (kJ/mol): 17.9
Highest occupied orbital energy (eV): -3.06
Spin multiplicity: 1
Charge: -1

Cartesian coordinates (Å):
C  0.369  0.178  -0.300
O  -0.556  0.567  0.635
C  -0.248  -0.019  -1.706
H  0.872  -0.758  0.004
H  1.174  0.937  -0.419
H  -0.072  -1.008  -2.138
H  0.037  0.764  -2.426
H  -1.304  0.098  -1.624
H  -0.037  0.113  1.889
H  -0.518  -0.629  3.223
O  0.283  -0.242  2.863

=====

Max |F| values, unit eV Å⁻¹, following the record order: 3.71; 3.36; 2.24; 1.14; 3.51; 1.29; 3.22; 1.28; 0.29; 4.43; 2.29; 1.05.